No. 1
Below is a molecular structure, C4H4N2O3S in a non-equilibrium geometry, with properties calculated with ωB97M-V/def2-TZVPD.

Geometry as XYZ:
```
14
Properties=species:S:1:pos:R:3
C 2.60 0.94 -0.58
C 1.00 2.54 0.33
C -2.25 -0.72 -0.58
C -2.67 -0.50 0.61
N 3.24 0.07 -1.05
N 1.88 1.91 -0.20
O 0.12 3.14 0.76
O 1.02 -1.58 -0.50
O 2.63 -1.64 1.31
S 2.35 -1.87 -0.09
H -1.30 -1.04 -0.68
H -2.93 -0.52 -1.40
H -1.99 -0.73 1.41
H -3.69 0.01 0.66
```

As for the largest force on an atom: 0.068 hartree/bohr. For the highest occupied orbital energy, the calculation gives -0.3755 Ha. Its charge is 0. Its total energy is -888.14513 Eh. The calculation puts the relative energy (zero: lowest compared OMol25 entry of this formula, charge and spin) at 2.339 eV. The value obtained for the HOMO-LUMO gap is 9.54 eV.

***

No. 2
Below is 2 unconnected molecules or ions with the total composition C4H4N2S in a non-equilibrium geometry, with properties calculated with ωB97M-V/def2-TZVPD.

Geometry as XYZ:
```
11
Properties=species:S:1:pos:R:3
C 1.71 0.36 -0.60
C 0.96 -0.67 -0.22
C 0.38 -1.75 0.09
N 0.11 -2.92 0.38
H 1.71 1.27 -0.07
H 2.25 0.46 -1.50
H -0.20 -3.26 1.29
N -2.53 1.56 1.11
C -2.65 0.75 0.21
S -3.08 -0.46 -0.67
H -1.92 2.40 1.16
```

As for the largest force on an atom: 0.039 hartree/bohr. For the highest occupied orbital energy, the calculation gives -0.3199 Ha. Its charge is 0. Its total energy is -662.39335 Eh. The calculation puts the relative energy (zero: lowest compared OMol25 entry of this formula, charge and spin) at 3.600 eV. Its SMILES is C=C=C=N.N=C=S. The value obtained for the HOMO-LUMO gap is 8.52 eV.

***

No. 3
Below is C4H4N2S in the gas phase in a non-equilibrium geometry, with properties calculated with ωB97M-V/def2-TZVPD.

Geometry as XYZ:
```
11
Properties=species:S:1:pos:R:3
C 0.99 0.00 0.65
C -0.31 0.16 -0.12
S -0.01 -0.44 -1.80
C -1.59 -0.59 0.52
N -2.44 -1.14 1.02
C -0.42 1.57 -0.43
N -0.47 2.66 -0.76
H 1.23 -1.19 0.59
H 0.74 0.11 1.66
H 1.88 0.53 0.22
H 0.41 -1.68 -1.55
```

As for the largest force on an atom: 0.138 hartree/bohr. For the highest occupied orbital energy, the calculation gives -0.3821 Ha. Its charge is 0. Its total energy is -662.44215 Eh. The calculation puts the relative energy (zero: lowest compared OMol25 entry of this formula, charge and spin) at 2.272 eV. Its SMILES is CC(S)(C#N)C#N. The value obtained for the HOMO-LUMO gap is 10.76 eV.

***

No. 4
Below is a molecular structure, C4H4N2S in a non-equilibrium geometry, with properties calculated with ωB97M-V/def2-TZVPD.

Geometry as XYZ:
```
11
Properties=species:S:1:pos:R:3
C 1.18 -1.01 -1.93
C 1.33 1.38 -0.65
C -0.78 0.03 -0.09
C 0.79 0.07 -0.32
N 1.62 -1.55 -2.81
N 1.84 2.38 -0.91
S 1.62 -0.56 1.14
H -1.15 -1.02 0.05
H -1.37 0.35 -0.88
H -0.82 0.50 0.84
H 2.61 -1.20 0.51
```

As for the largest force on an atom: 0.158 hartree/bohr. For the highest occupied orbital energy, the calculation gives -0.3924 Ha. Its charge is 0. Its total energy is -662.40143 Eh. The calculation puts the relative energy (zero: lowest compared OMol25 entry of this formula, charge and spin) at 3.380 eV. The value obtained for the HOMO-LUMO gap is 9.67 eV.

***

No. 5
Below is a gas-phase ion, C4H4N3O5PS (charge -2) in a non-equilibrium geometry, with properties calculated with ωB97M-V/def2-TZVPD.

Geometry as XYZ:
```
18
Properties=species:S:1:pos:R:3
N -0.45 -2.34 -2.17
C 0.65 -1.61 -2.47
O 1.39 -1.96 -3.39
N 0.99 -0.50 -1.78
C 0.61 0.14 -0.74
N 0.59 1.33 -0.42
C 0.30 2.32 0.48
C -0.89 2.47 1.12
S -2.33 1.50 1.07
O -1.84 0.16 0.53
P -0.81 -1.14 1.38
O -1.25 -0.97 2.82
O -1.28 -2.36 0.59
O 0.67 -0.76 1.19
H -0.84 -2.29 -1.18
H -0.84 -2.90 -2.87
H 1.05 3.17 0.65
H -1.09 3.50 1.65
```

As for the largest force on an atom: 0.070 hartree/bohr. For the highest occupied orbital energy, the calculation gives -0.0121 Ha. Its charge is -2. Its total energy is -1434.91427 Eh. The calculation puts the relative energy (zero: lowest compared OMol25 entry of this formula, charge and spin) at 0.000 eV. Its SMILES is NC(=O)N=C=N/C=C\SOP(=O)([O-])[O-]. The value obtained for the HOMO-LUMO gap is 5.64 eV.

***

No. 6
Below is C4H4N4 in the gas phase in a non-equilibrium geometry, with properties calculated with ωB97M-V/def2-TZVPD.

Geometry as XYZ:
```
12
Properties=species:S:1:pos:R:3
H 1.10 1.49 1.81
N 0.14 1.48 1.60
C -0.05 1.25 0.30
C 1.01 0.81 -0.76
N 1.08 -0.46 -0.85
C 0.16 -1.45 -0.26
C -1.13 -1.19 -0.19
N -1.79 -0.03 -0.50
N -1.21 1.03 -0.14
H 1.72 1.58 -1.12
H 0.68 -2.38 0.02
H -1.72 -2.14 0.09
```

As for the largest force on an atom: 0.145 hartree/bohr. For the highest occupied orbital energy, the calculation gives -0.3445 Ha. Its charge is 0. Its total energy is -373.68868 Eh. The calculation puts the relative energy (zero: lowest compared OMol25 entry of this formula, charge and spin) at 4.251 eV. Its SMILES is [H]/N=c1\cnccnn1. The value obtained for the HOMO-LUMO gap is 8.81 eV.

***

No. 7
Below is C4H4N4 in the gas phase in a non-equilibrium geometry, with properties calculated with ωB97M-V/def2-TZVPD.

Geometry as XYZ:
```
12
Properties=species:S:1:pos:R:3
C -0.25 -0.25 -0.25
C 0.93 0.48 0.36
N 1.12 1.89 0.15
N 2.28 2.20 -0.03
N 3.14 1.01 -0.17
C 2.37 0.01 0.02
C 2.57 -1.38 0.02
N 2.48 -2.51 -0.04
H -1.13 0.34 -0.35
H -0.22 -1.28 0.05
H -0.01 -0.49 -1.39
H 0.97 0.37 1.44
```

As for the largest force on an atom: 0.088 hartree/bohr. For the highest occupied orbital energy, the calculation gives -0.3926 Ha. Its charge is 0. Its total energy is -373.74068 Eh. The calculation puts the relative energy (zero: lowest compared OMol25 entry of this formula, charge and spin) at 2.836 eV. Its SMILES is C[C@@H]1N=NN=C1C#N. The value obtained for the HOMO-LUMO gap is 9.75 eV.

***

No. 8
Below is C4H4N4 in the gas phase in a non-equilibrium geometry, with properties calculated with ωB97M-V/def2-TZVPD.

Geometry as XYZ:
```
12
Properties=species:S:1:pos:R:3
H -2.29 1.46 -0.60
N -2.00 0.32 -0.66
C -0.77 0.26 -0.85
C -0.01 -1.03 -0.66
C 1.07 -0.96 0.15
C 0.69 -0.06 1.28
N 0.38 1.30 1.12
N 0.91 1.72 -0.20
N 0.19 1.23 -1.07
H -0.33 -1.99 -1.03
H 1.53 -1.89 0.16
H 0.64 -0.36 2.33
```

As for the largest force on an atom: 0.112 hartree/bohr. For the highest occupied orbital energy, the calculation gives -0.3548 Ha. Its charge is 0. Its total energy is -373.64339 Eh. The calculation puts the relative energy (zero: lowest compared OMol25 entry of this formula, charge and spin) at 5.483 eV. Its SMILES is [H]/N=c1/cccnnn1. The value obtained for the HOMO-LUMO gap is 9.09 eV.